Record 1
Here is a structure of composition C16H16BrN12O5ReS2 from the OMol25 dataset. Energies are from ωB97M-V/def2-TZVPD.

Computed properties:
- Spin multiplicity: 2
- Charge: -1
- E_HOMO (spin up / spin down): -5.452 / -5.302 eV
- Relative energy (zero: lowest compared OMol25 entry of this formula, charge and spin): 71.3 kJ/mol
- Total energy: -5101.45942 a.u.
- HOMO-LUMO gap (spin up / spin down): 6.8 / 7.0 eV
- LUMO energy (spin up / spin down): 1.35 / 1.73 eV

Last column: Mulliken spin population.
Cartesian coordinates (Å):
Re  0.3632  0.7861  0.0172  0.941
N  1.9938  3.0927  2.1528  0.001
C  2.1869  1.8340  2.8646  0.004
C  0.8859  1.0773  3.0405  0.008
O  0.5603  0.6927  4.1477  -0.006
N  0.0520  0.8616  1.9354  -0.048
C  -1.2431  0.2795  2.3242  0.001
C  -2.2436  0.3930  1.1938  0.002
O  -3.4348  0.1874  1.3532  0.015
O  -1.7080  0.7202  0.0543  0.022
H  1.3766  3.7071  2.6689  0.000
H  2.8784  3.5707  2.0403  0.000
H  2.8733  1.2047  2.2999  0.001
H  2.5850  1.9390  3.8768  0.000
H  -1.1001  -0.7849  2.5392  -0.003
H  -1.6345  0.7334  3.2303  0.000
N  2.7366  3.0927  -0.8948  0.009
C  3.2079  1.8972  -0.3961  0.019
N  4.4844  1.6515  -0.2031  -0.003
N  4.4938  0.4092  0.3522  0.024
N  3.3059  -0.0399  0.4940  0.001
N  2.4344  0.8905  0.0051  -0.017
C  1.4357  3.4871  -0.9268  -0.002
N  1.0600  4.6754  -1.3585  0.001
N  -0.2876  4.6587  -1.2549  0.003
N  -0.7034  3.5480  -0.7841  0.002
N  0.3823  2.7452  -0.5486  -0.017
H  3.4207  3.7566  -1.2130  -0.001
S  0.2078  0.4154  -2.4989  0.003
C  -1.5017  0.5702  -2.5640  0.007
N  -2.1847  1.6684  -2.4142  -0.002
C  -3.6396  1.5457  -2.4177  0.001
C  -3.9398  0.0839  -2.1141  0.000
S  -2.5131  -0.8219  -2.7957  -0.001
H  -1.7281  2.4939  -2.0146  -0.001
H  -4.0146  1.8432  -3.4008  0.000
H  -4.0541  2.2067  -1.6588  0.000
H  -4.8640  -0.2521  -2.5777  0.000
H  -3.9567  -0.0930  -1.0387  -0.001
Br  -2.5549  -5.3923  1.7382  0.000
C  -1.0622  -5.0617  0.6114  0.000
C  -0.4298  -6.1311  -0.0001  0.000
C  0.6574  -5.8800  -0.8266  0.000
C  1.0971  -4.5826  -1.0317  0.000
C  0.4537  -3.5210  -0.4073  -0.005
C  -0.6363  -3.7594  0.4210  0.003
C  0.9626  -2.1237  -0.6661  0.005
O  1.8452  -1.9204  -1.4659  0.012
O  0.3153  -1.2136  0.0281  0.021
H  -0.7830  -7.1395  0.1671  0.000
H  1.1613  -6.7072  -1.3106  0.000
H  1.9417  -4.3628  -1.6709  0.000
H  -1.1414  -2.9319  0.8983  -0.001

=====

Record 2
Here is a structure of composition C16H16Cl3F5MoO2 from the OMol25 dataset. Energies are from ωB97M-V/def2-TZVPD.

Computed properties:
- Spin multiplicity: 3
- Charge: -2
- E_HOMO (spin up / spin down): 0.916 / 0.941 eV
- Total energy: -2717.86826 a.u.
- HOMO-LUMO gap (spin up / spin down): 2.6 / 3.1 eV
- LUMO energy (spin up / spin down): 3.51 / 4.07 eV

Last column: Mulliken spin population.
Cartesian coordinates (Å):
C  -0.8300  0.6376  -2.6380  -0.183
C  -0.9770  -0.7233  -3.0952  0.088
C  0.3296  -1.3528  -3.0264  0.056
C  -2.2309  -1.3262  -3.6482  0.016
C  1.2664  -0.3713  -2.5282  -0.110
C  0.5489  0.8532  -2.2796  0.141
C  1.1594  2.1455  -1.8573  0.027
C  -1.8809  1.6976  -2.6565  0.007
C  0.6805  -2.7559  -3.4048  0.006
C  2.7534  -0.5179  -2.4511  0.010
Mo  -0.2987  -0.7887  -0.9784  1.740
Cl  -1.4530  -2.7329  -0.6556  0.124
Cl  -1.6137  0.6126  0.3296  0.041
Cl  1.5631  -1.3459  0.3383  0.037
H  -3.0762  -0.6576  -3.4721  -0.003
H  -2.4563  -2.2976  -3.1917  -0.001
H  -2.1476  -1.4817  -4.7325  0.001
H  -0.0957  -3.4605  -3.0818  -0.001
H  1.6297  -3.0507  -2.9417  -0.002
H  0.7941  -2.8534  -4.4906  0.003
H  3.0502  -1.5487  -2.2539  0.000
H  3.1657  0.0969  -1.6490  0.001
H  3.2165  -0.2026  -3.3953  -0.003
H  2.0015  1.9933  -1.1777  -0.001
H  0.4378  2.7714  -1.3334  0.001
H  1.5270  2.7008  -2.7298  0.004
H  -2.8720  1.2687  -2.5042  -0.002
H  -1.8868  2.2370  -3.6114  -0.002
H  -1.6986  2.4343  -1.8724  0.002
O  1.7676  2.5962  2.0888  0.004
H  1.2447  1.7587  2.0139  0.000
F  -1.0496  0.6298  8.1754  0.000
C  -0.6827  0.4657  6.8894  0.000
C  -1.1002  1.3894  5.9306  0.000
F  -1.8778  2.4316  6.2955  0.000
C  -0.7279  1.2321  4.6204  0.000
F  -1.1587  2.0828  3.6783  0.000
C  0.1412  0.1594  4.1925  -0.002
O  0.5781  0.1116  3.0238  0.001
C  0.4804  -0.8064  5.2193  0.000
F  1.2050  -1.8814  4.8585  0.000
C  0.0996  -0.6320  6.5262  0.000
F  0.4741  -1.5187  7.4761  0.000

=====

Record 3
Here is a structure of composition C16H16Cl3F5O2Pb from the OMol25 dataset. Energies are from ωB97M-V/def2-TZVPD.

Computed properties:
- Charge: -2
- E_HOMO (spin up / spin down): 0.031 / 0.023 eV
- Relative energy (zero: lowest compared OMol25 entry of this formula, charge and spin): 0.0 kJ/mol
- Total energy: -2842.54541 a.u.
- HOMO-LUMO gap (spin up / spin down): 3.5 / 3.5 eV
- LUMO energy (spin up / spin down): 3.50 / 3.49 eV

Last column: Mulliken charge in e.
Cartesian coordinates (Å):
C  -0.8434  0.2727  -2.8236  0.641
C  0.0660  1.3687  -2.8457  0.290
C  -0.5116  2.4380  -2.1013  0.779
C  1.3777  1.4118  -3.5082  -1.367
C  -1.7916  2.0118  -1.6424  0.441
C  -1.9989  0.6763  -2.0898  0.548
C  -3.1995  -0.1414  -1.8499  -1.812
C  -0.6082  -1.0471  -3.4357  -1.613
C  0.1345  3.7323  -1.8335  -1.455
C  -2.7051  2.8080  -0.8073  -1.534
Pb  0.9821  -0.0116  0.7662  1.316
Cl  2.8095  1.2798  -0.2320  -0.439
Cl  1.7117  -2.0990  -0.6640  -0.616
Cl  -0.1734  2.1347  1.5772  -0.528
H  1.6094  0.4324  -3.9365  0.358
H  2.1607  1.6502  -2.7738  0.172
H  1.4021  2.1671  -4.3077  0.274
H  1.1745  3.5769  -1.5130  0.246
H  -0.3892  4.2564  -1.0278  0.359
H  0.1353  4.3705  -2.7299  0.297
H  -2.1953  3.0885  0.1279  0.190
H  -3.5942  2.2239  -0.5452  0.384
H  -3.0235  3.7257  -1.3254  0.258
H  -3.7289  0.2124  -0.9596  0.415
H  -2.9194  -1.1882  -1.6877  0.346
H  -3.8940  -0.0870  -2.7030  0.264
H  0.4276  -1.3677  -3.2625  0.344
H  -0.7981  -1.0229  -4.5199  0.266
H  -1.2720  -1.7955  -2.9867  0.346
O  -0.9540  -0.8148  0.2093  -0.716
H  -0.6365  -1.6634  -0.1566  0.248
F  2.3902  -4.6046  6.4880  -0.347
C  2.0554  -3.6730  5.5794  0.430
C  1.5341  -4.0719  4.3426  0.091
F  1.2635  -5.3760  4.1109  -0.317
C  1.2807  -3.1130  3.3787  0.206
F  0.7352  -3.4741  2.2051  -0.262
C  1.6245  -1.7444  3.5964  0.344
O  1.7493  -0.8438  2.6772  -0.606
C  1.9130  -1.3777  4.9382  0.116
F  1.9727  -0.0617  5.2049  -0.300
C  2.1809  -2.3181  5.9103  0.256
F  2.5462  -1.9409  7.1563  -0.313

=====

Record 4
Here is a cluster of 16 separate species, C16H16Cl45FIS in total from the OMol25 dataset. Energies are from ωB97M-V/def2-TZVPD.

Computed properties:
- Charge: -1
- E_HOMO: -3.773 eV
- Total energy: -22123.58985 a.u.
- HOMO-LUMO gap: 5.1 eV
- LUMO energy: 1.33 eV

Last column: Mulliken charge in e.
Cartesian coordinates (Å):
F  1.5992  -3.8466  -1.3694  -0.118
C  2.6465  -3.7127  -2.3079  -0.269
S  3.5912  -5.2347  -2.1628  -0.027
I  3.8584  -2.0197  -1.4200  -0.333
H  3.6134  -5.4963  -0.8455  -0.151
C  1.2025  1.1837  -0.4090  0.654
Cl  2.9175  1.5777  -0.5041  -0.140
Cl  0.6295  0.4888  -1.9186  -0.067
Cl  0.8688  0.1021  0.9451  -0.050
H  0.6663  2.1018  -0.2456  -0.419
C  -1.3047  -4.7813  -1.9395  0.714
Cl  -1.7117  -6.4196  -2.4684  -0.161
Cl  -1.9882  -3.5871  -3.0368  -0.146
Cl  -1.9017  -4.5176  -0.2972  -0.012
H  -0.2262  -4.6637  -1.9383  -0.333
C  7.4070  -3.9236  0.1687  -0.190
Cl  7.7711  -2.3152  0.8096  -0.137
Cl  5.8416  -4.4772  0.7411  0.015
Cl  7.5039  -3.9187  -1.5880  -0.056
H  8.1571  -4.6039  0.5423  0.338
C  1.0835  -5.0052  2.3348  -0.055
Cl  1.0701  -4.8800  4.1059  -0.164
Cl  0.5411  -3.5048  1.6109  -0.015
Cl  2.6681  -5.4625  1.7415  -0.060
H  0.3924  -5.7893  2.0578  0.271
C  -2.8563  1.5209  -0.9041  0.189
Cl  -1.6682  2.4158  0.0479  -0.115
Cl  -4.4928  1.9372  -0.4046  -0.051
Cl  -2.6346  1.8095  -2.6252  -0.138
H  -2.7035  0.4665  -0.7200  0.096
C  -7.6119  4.6873  -1.5257  0.248
Cl  -5.9213  5.1749  -1.5670  -0.101
Cl  -8.1070  3.9869  -3.0672  -0.132
Cl  -7.9065  3.5566  -0.2039  -0.099
H  -8.2127  5.5663  -1.3520  0.072
C  0.6936  -7.8311  -5.8410  -0.038
Cl  1.5331  -7.5627  -7.3724  -0.138
Cl  1.2382  -9.3368  -5.0909  -0.145
Cl  0.9013  -6.4736  -4.7535  0.020
H  -0.3592  -7.9365  -6.0583  0.298
C  -11.1064  6.2724  0.6341  0.012
Cl  -9.4395  6.8462  0.6810  -0.111
Cl  -11.5034  5.6697  -0.9743  -0.109
Cl  -11.3774  5.0347  1.8559  -0.108
H  -11.7537  7.1088  0.8517  0.329
C  5.4553  -3.3664  -6.0510  -0.055
Cl  6.4226  -3.4445  -4.5851  -0.056
Cl  6.2967  -4.1476  -7.4073  -0.164
Cl  3.8727  -4.0707  -5.8007  -0.048
H  5.3248  -2.3252  -6.3053  0.286
C  0.8986  -2.3184  6.7058  0.491
Cl  2.2835  -1.4175  6.1060  -0.112
Cl  1.3175  -3.2346  8.1563  -0.141
Cl  -0.4698  -1.2476  7.0142  -0.136
H  0.6055  -3.0232  5.9425  -0.103
C  -4.9309  -2.1267  1.7620  -0.066
Cl  -3.9882  -3.5236  2.2720  -0.094
Cl  -3.8628  -0.7993  1.3216  -0.065
Cl  -5.9736  -2.5425  0.4043  -0.121
H  -5.5523  -1.8139  2.5878  0.358
C  3.0244  5.1646  -1.2237  0.138
Cl  3.4841  6.7402  -0.5615  -0.130
Cl  1.3994  4.7273  -0.7202  -0.100
Cl  3.1635  5.1627  -2.9762  -0.117
H  3.7035  4.4219  -0.8294  0.187
C  -4.9412  -6.7689  -0.2706  0.429
Cl  -5.2133  -8.4150  -0.8486  -0.154
Cl  -5.6056  -5.5941  -1.3973  -0.105
Cl  -5.6295  -6.5574  1.3443  -0.131
H  -3.8732  -6.6053  -0.2113  -0.065
C  3.9359  9.0277  2.9065  0.305
Cl  5.3497  9.8721  2.2663  -0.137
Cl  4.3669  8.0946  4.3349  -0.101
Cl  2.6498  10.1762  3.2732  -0.107
H  3.5784  8.3448  2.1489  0.039
C  5.8235  12.2103  5.2073  0.677
Cl  7.2352  13.0554  4.5735  -0.134
Cl  6.2441  11.2641  6.6328  -0.122
Cl  4.5209  13.3433  5.5657  -0.130
H  5.4750  11.5296  4.4450  -0.285